Density functional theory data (ωB97M-V/def2-TZVPD) for C30H58Br6F3NiO12S5 as an isolated structure.

Geometry as XYZ:
```
115
Properties=species:S:1:pos:R:3
Br 3.6364 -4.4154 -9.1809
Br 9.1097 -1.7859 -2.2444
Br -0.1430 11.6397 4.5202
Br 7.4791 -5.3932 -2.1760
Br 0.4190 -4.0343 -12.5441
Br -2.8726 9.3721 2.9898
Ni -7.8940 -1.9698 -3.2523
S -2.7724 -5.7281 -2.9660
S -9.7972 -3.6333 2.3524
S 4.9359 3.3473 4.4219
S 1.3476 -3.6563 5.3864
S 3.9334 9.1080 -3.0208
F -1.4198 2.0578 0.4833
F -3.3789 1.7709 1.1512
F -2.8744 3.4569 -0.1348
O -1.9165 -5.2808 -4.0536
O -4.1562 -5.2183 -2.9332
O -1.8578 0.5797 -1.6693
O -9.8320 -3.3745 0.9112
O 2.6680 9.7734 -3.2737
O 4.9786 4.7380 4.0461
O -8.5721 -4.1411 2.9715
O 2.2587 -3.5582 4.1988
O 4.9356 9.6686 -2.1548
O -4.0302 0.2947 -1.2540
O 0.9254 -4.9908 5.8956
O 4.2663 2.9014 5.6322
C -2.0268 -5.5962 -1.2606
C -3.0003 1.2585 -1.2830
C 6.6391 2.5781 4.4509
C 4.5830 6.4970 -3.5471
C 0.2035 0.2973 -2.6780
C 2.0067 -2.6032 6.8488
C 7.7697 -2.7388 -3.3865
C 5.6284 1.6509 2.3885
C -1.2898 -6.8897 -1.0135
C 4.8097 8.6647 -4.6392
C -2.8734 -7.6879 -2.8618
C -0.2034 -2.6838 5.1207
C -11.1920 -4.6256 3.0326
C -11.6900 -2.2526 3.8071
C -0.2660 -1.6662 6.2809
C 6.7822 -3.5445 -2.5721
C 1.9121 -4.0819 -10.0782
C 4.3659 2.3363 2.9333
C -12.2916 -3.5938 3.3828
C 6.8836 2.3923 2.9308
C 2.2283 -3.9566 -11.6270
C -2.2348 -7.9923 -1.5054
C -10.2296 -2.0450 3.2213
C 0.7036 -2.1307 7.4488
C -0.3015 9.6089 4.3608
C -2.6930 2.1736 0.1072
C 3.7118 7.2628 -2.6024
C 4.4605 7.1926 -4.8932
C -0.8752 1.3011 -2.3468
C -0.8290 9.2262 3.0030
H 6.9517 3.3640 2.4415
H -12.9538 -4.0559 4.1150
H 2.6400 7.2226 -2.7965
H -0.4971 -6.9619 -1.7582
H 6.6858 -3.0929 -1.5847
H 7.2161 -1.9929 -3.9569
H 5.5797 0.5642 2.4588
H -10.9107 -5.0621 3.9910
H 6.4987 1.5895 4.8880
H 5.7180 1.8441 1.3195
H 1.2093 0.6195 -2.9477
H 0.8052 -1.3103 8.1593
H -1.3916 -4.7104 -1.2660
H -0.3178 9.8497 2.2694
H -3.2487 1.9324 -2.1028
H -12.3784 -1.4158 3.6883
H 1.2780 -4.9468 -9.8832
H -0.0280 -2.1033 4.2150
H 8.3104 -3.2606 -4.1761
H -0.8712 9.3245 5.2455
H 0.3581 -0.3871 -1.8438
H 3.4416 7.1512 -5.2783
H -3.8219 -8.0494 -3.2589
H 3.8165 1.5059 3.3769
H -12.9720 -3.5154 2.5348
H 7.2882 3.2403 5.0239
H 2.9283 -3.1842 -11.9458
H -9.5839 -2.1345 4.0950
H -11.5966 -2.0997 4.8822
H -0.3707 1.9749 -1.6543
H 2.4731 -1.6780 6.5105
H 0.1560 -2.9775 7.8627
H -2.2040 -8.0054 -3.6614
H 7.7815 1.8472 2.6398
H 5.1227 6.8062 -5.6680
H -11.4750 -5.3547 2.2735
H -0.9226 -7.0712 -0.0035
H 0.0448 -0.6997 5.8841
H 4.2429 5.4747 -3.7119
H 2.7417 -3.0913 7.4888
H -1.2989 -1.6211 6.6263
H -1.6577 -8.9063 -1.6455
H 5.7729 -3.6107 -2.9782
H -3.0334 -8.2263 -0.8014
H -9.9749 -1.1198 2.7045
H -0.6291 8.1970 2.7048
H -1.0706 -3.3153 4.9275
H 4.4175 9.4225 -5.3174
H 0.6636 9.1330 4.5349
H 2.7907 -4.8451 -11.9141
H 5.8772 8.7460 -4.4341
H 3.7836 2.9511 2.2470
H 3.9200 7.1440 -1.5390
H 5.6148 6.3945 -3.2109
H -0.2959 -0.3927 -3.3581
H -1.1854 1.8338 -3.2457
H 1.4032 -3.2089 -9.6696
H -2.9098 -5.6056 -0.6216
```

The total charge is +1. Its LUMO energy (spin up / spin down) is -0.260 / -0.257 Ha. The expectation value of S² is 2.01. As for the multiplicity: 3. The maximum force is 0.063 hartree/bohr. Its total energy is -580228.78465 eV.

***

Density functional theory data (ωB97M-V/def2-TZVPD) for C46H49As3F9N2O2PY as an isolated structure.

Geometry as XYZ:
```
113
Properties=species:S:1:pos:R:3
Y -1.0764 0.5634 -0.3989
As -2.2595 -1.4499 -2.1020
As 1.0833 0.0981 -2.4530
As 1.7709 -3.7552 -4.5922
P 0.9905 0.7502 1.7105
F 5.1624 -4.3760 0.6163
F 4.3616 -4.9759 2.5300
F 3.3011 -5.4783 0.7117
F -1.4327 0.0679 7.9551
F -3.0166 1.1671 6.9779
F -1.3347 2.2263 7.8164
F 5.8448 5.4072 2.0414
F 4.1249 6.6206 1.5497
F 5.2326 5.6363 -0.0225
O -1.8861 -0.7645 1.1654
O -1.3002 2.3781 -1.4724
N -2.6286 1.6620 0.9033
N -3.0940 0.9943 2.0498
C 3.0064 3.9981 0.3275
C -0.9629 1.0057 5.8427
C -2.7399 -3.1440 4.4640
C 0.9740 -4.7776 -6.0618
C -4.0109 -1.3433 5.4280
C 2.5542 -1.1420 -2.1645
C -0.4622 -0.2087 5.4132
C 3.2942 -0.8856 1.9577
C 0.3112 0.8419 3.3901
C 0.4011 -0.3154 -4.2599
C -2.3982 -3.3275 -1.6466
C 1.9421 -0.7966 1.6314
C -2.9929 -1.0697 3.2618
C 4.0250 -4.5255 1.3120
C 2.1617 2.1302 1.6021
C -1.6858 1.1119 7.1574
C -1.9655 3.5254 -1.3856
C -1.9309 -1.3691 -4.0204
C -3.4797 5.0317 -0.2275
C 3.2754 -3.2229 1.4079
C 3.8810 4.2945 1.3597
C 3.9592 -2.0941 1.8448
C 3.8914 3.5347 2.5228
C 0.1815 -0.2897 4.1852
C -3.3309 5.9793 -1.2160
C 2.0906 1.6857 -2.9486
C -2.5041 5.6952 -2.3003
C -3.4993 -2.6332 5.5089
C 1.9311 -3.1521 1.0905
C 1.2674 -1.9367 1.1990
C -2.8143 3.7959 -0.2880
C -3.7593 -0.5626 4.3100
C -3.0821 2.8639 0.7861
C 3.0287 2.4588 2.6444
C -0.2109 2.0602 3.8262
C -1.8334 4.4892 -2.3863
C -0.6615 -1.6205 -6.0751
C -0.4912 -1.5375 -4.5521
C -0.8382 2.1442 5.0543
C -4.1303 -0.9106 -2.0504
C 0.1054 -2.8326 -3.9803
C 4.7826 5.4950 1.2329
C -2.6487 -0.2234 2.0891
C 2.7906 -2.5050 -5.7164
C -2.4884 -2.3645 3.3442
C 2.1439 2.9181 0.4537
H 3.0178 1.8824 3.5644
H -1.1893 4.2664 -3.2278
H -0.1195 0.5947 -4.5691
H -0.5733 -1.0927 6.0266
H 1.4411 2.7096 -0.3458
H -3.8514 6.9255 -1.1552
H -4.6017 -0.9434 6.2429
H 0.2419 -2.7109 -2.9025
H -1.8917 -2.7516 2.5277
H -2.5601 -2.1341 -4.4790
H -3.6958 -3.2391 6.3854
H 3.2607 -1.7215 -5.1267
H 3.1492 -0.7545 -1.3373
H -2.3813 6.4272 -3.0892
H 2.2266 -2.0593 -6.5309
H -0.1304 2.9463 3.2058
H 0.5625 -1.2466 3.8512
H 2.8174 1.9106 -2.1701
H -2.3439 -4.1510 4.5223
H 1.4010 -4.0363 0.7616
H 4.5679 3.7861 3.3283
H -4.2215 0.1180 -2.3957
H 3.1859 -1.2132 -3.0455
H 0.2042 -1.8977 0.9895
H -1.1900 -0.7391 -6.4479
H 0.1639 -5.3891 -5.6634
H -3.7509 3.2088 1.5743
H -1.2477 -2.5022 -6.3450
H -4.4926 -0.9790 -1.0267
H -1.2363 3.0897 5.3997
H -1.4123 -3.7833 -1.6074
H 1.4055 2.5247 -3.0593
H 1.2993 -0.3781 -4.8727
H 3.8389 -0.0066 2.2860
H -2.3274 -0.4033 -4.3429
H 3.5901 -3.1071 -6.1493
H 5.0108 -2.1626 2.0937
H -4.7262 -1.5572 -2.6892
H 1.7321 -5.4451 -6.4676
H -4.1415 0.4474 4.2477
H -2.8653 -3.3996 -0.6672
H 0.5918 -4.1427 -6.8600
H -0.6353 -3.6328 -4.0903
H 2.1973 -2.1314 -1.8907
H 2.6148 1.5127 -3.8862
H 0.2913 -1.6771 -6.5916
H -3.0098 -3.8461 -2.3814
H -4.1281 5.2341 0.6184
H 2.9905 4.6091 -0.5663
```

The total charge is +1. Its LUMO energy is -0.103 Ha. The energy above the lowest of the compared OMol25 structures with the same formula, charge and spin comes out at 0.0000 eV. The maximum force is 0.010 hartree/bohr. Its total energy is -272878.09950 eV.

***

Density functional theory data (ωB97M-V/def2-TZVPD) for the molecule C2H8ClN2OP.

Geometry as XYZ:
```
15
Properties=species:S:1:pos:R:3
Cl -2.6835 0.2012 -0.1490
P -0.0596 1.1321 0.3757
O -0.1760 1.6070 1.7359
N -0.4985 2.2443 -0.8659
N 1.3290 0.4089 -0.1694
C -0.6936 -1.4384 0.9598
C -1.0357 -0.4315 -0.1372
H -0.6666 1.9053 -1.8059
H 0.3725 -1.5691 0.8392
H -0.9493 -0.7154 -1.1209
H -1.0107 3.0103 -0.6408
H 1.2106 0.1395 -1.1678
H -0.7365 -0.8146 1.9030
H -1.1822 -2.3691 0.9889
H 2.2721 0.9774 -0.1257
```

Its LUMO energy is 0.019 Ha. The energy above the lowest of the compared OMol25 structures with the same formula, charge and spin comes out at 0.5304 eV. The maximum force is 0.095 hartree/bohr. The SMILES is C[C@@H](Cl)P(N)(N)=O. Its total energy is -29043.93228 eV.

***

Density functional theory data (ωB97M-V/def2-TZVPD) for C18H15AsCl2MoN3O8S as an isolated structure.

Geometry as XYZ:
```
49
Properties=species:S:1:pos:R:3
Mo -0.2725 0.1825 0.4584
As -1.2404 2.5403 -1.6177
Cl -4.0442 -1.6399 -2.0219
Cl -4.7809 -1.4582 0.8310
S 0.2059 2.6040 1.7182
O -0.4017 1.1490 2.0907
O -2.3576 0.7224 0.4892
O -1.6893 -1.1499 -0.2502
O -2.4761 2.0214 -2.4853
O 0.1610 3.2016 -2.3409
O -0.3882 0.7738 -1.1901
O 0.8033 2.0927 0.4450
O 0.9973 3.0888 2.7664
N -0.1460 -1.5062 1.7382
N 1.6684 -0.4681 -0.1208
N 1.9300 -2.4281 1.2111
C 4.3677 -0.8151 -0.8849
C -1.0910 3.6272 1.2426
C 0.4518 -3.6664 2.5966
C -3.2089 5.2884 0.6369
C 2.4384 -1.4819 0.3759
C -2.6212 5.3614 1.8820
C -2.6769 -0.3491 -0.1235
C -1.5571 4.5180 2.1977
C 0.7272 -2.5207 1.8352
C -1.3221 -1.5945 2.4477
C 3.7868 -1.6492 0.0231
C -2.7441 4.3830 -0.3277
C -0.7303 -3.7478 3.2764
C 2.2892 0.3355 -1.0722
C -1.6693 3.5592 -0.0448
C 3.5777 0.1932 -1.4630
C -4.0648 -0.6591 -0.5870
C -1.6350 -2.6717 3.2144
H 1.1774 -4.4690 2.6258
H 1.6870 1.1161 -1.4983
H -4.6031 0.2695 -0.7631
H -0.9633 -4.6269 3.8634
H 3.9759 0.8633 -2.2117
H 2.5647 -3.1926 1.4067
H -2.9814 6.0670 2.6184
H -1.9827 -0.7375 2.4090
H 0.1213 3.1720 -3.3150
H 5.4072 -0.9366 -1.1608
H 4.3456 -2.4555 0.4803
H -2.5585 -2.6746 3.7759
H -3.2344 4.3480 -1.2938
H -1.0919 4.5626 3.1747
H -4.0377 5.9379 0.3868
```

The total charge is +3. Its LUMO energy (spin up / spin down) is -0.484 / -0.484 Ha. The energy above the lowest of the compared OMol25 structures with the same formula, charge and spin comes out at 2.0606 eV. The maximum force is 0.016 hartree/bohr. Its total energy is -138305.11544 eV.

***

Density functional theory data (ωB97M-V/def2-TZVPD) for a 7-piece molecular cluster, C34H41O13 overall.

Geometry as XYZ:
```
88
Properties=species:S:1:pos:R:3
O 2.1351 4.3772 -19.2388
O 1.3517 5.7217 -22.2007
O 3.7695 13.3989 -16.5041
O -2.1326 3.9442 -18.8169
O 7.8301 9.1070 -16.5144
O 0.9600 9.5170 -20.6261
O -2.8551 7.1767 -25.4441
O 3.4854 2.1063 -14.4090
O 1.7613 7.1045 -19.7005
O 1.5367 8.4375 -17.3288
O 2.4179 10.6295 -25.8004
O -4.0252 6.2265 -19.3559
O 4.3385 6.5712 -19.9359
C 2.4011 3.8260 -18.0418
C 2.6099 2.4625 -17.9773
C 2.7963 9.3727 -23.7663
C 3.0170 10.1608 -18.0846
C -1.1165 3.6450 -17.9080
C 2.3039 11.6655 -15.9165
C 3.2001 2.6473 -15.6531
C 0.0026 5.3085 -24.1034
C 0.7507 10.8060 -22.5870
C 3.6263 11.3901 -17.8876
C 0.2978 6.0655 -22.9759
C -1.5682 7.5159 -23.4676
C -1.8805 5.1692 -19.4617
C 5.1902 7.1308 -19.0491
C 3.0579 4.0259 -15.7380
C 2.0608 9.6754 -17.1976
C 2.3738 9.0230 -22.4930
C 1.4028 9.8003 -21.8758
C 2.1687 10.3918 -24.4604
C 6.9294 8.5055 -17.3571
C 1.1018 11.0750 -23.8941
C -5.0838 6.8715 -20.0414
C 5.6521 8.1581 -16.9262
C -1.8534 6.7564 -24.5887
C 2.6053 4.6128 -16.8992
C 2.9420 1.8581 -16.7631
C -3.0784 5.6473 -20.2299
C -0.4612 7.2044 -22.7001
C -1.0326 5.6918 -24.9370
C 1.7220 10.4145 -16.0633
C 4.7727 7.4987 -17.7734
C 3.2182 12.1781 -16.8215
C 7.3545 8.0955 -18.6111
C 6.4757 7.4693 -19.4779
H -2.7199 6.3923 -20.9504
H 0.5826 4.4120 -24.2842
H -0.1448 3.5990 -18.4110
H -0.9623 4.4220 -17.1382
H -2.8233 6.6371 -26.2382
H 5.4128 8.4327 -15.9017
H 3.4506 4.6187 -14.9202
H 4.2138 13.8070 -17.2512
H 0.5998 11.8751 -24.4220
H 1.6983 8.0064 -18.1981
H -5.8225 6.9976 -19.2496
H -1.2318 5.1331 -25.8462
H 6.7523 7.2643 -20.5033
H -3.5464 4.8249 -20.7861
H 3.7463 7.3656 -17.4577
H 1.1397 6.4001 -19.4728
H -0.0673 11.2721 -22.0508
H 3.0130 9.9514 -26.1322
H 2.6233 5.6886 -17.0222
H 2.9571 0.7747 -16.7112
H 1.3848 6.2202 -21.3646
H 7.5080 9.0849 -15.6099
H 2.7865 8.1238 -22.0518
H 3.3831 6.7999 -19.7871
H 1.4044 8.7185 -20.2694
H -4.7976 7.8274 -20.4881
H -0.1973 7.7852 -21.8226
H -5.5034 6.2217 -20.8188
H 3.4505 8.7123 -24.3289
H 3.7501 1.1936 -14.5583
H -1.0201 5.0880 -20.1488
H -2.1065 8.4414 -23.3033
H -1.5671 5.9419 -18.7434
H -1.3377 2.7457 -17.3377
H 0.8956 10.1117 -15.4370
H 4.3588 11.7568 -18.5984
H 1.9893 12.2797 -15.0790
H 2.4912 1.7908 -18.8174
H 8.3541 8.3929 -18.9103
H 3.2370 9.5210 -18.9313
H 2.1216 5.3516 -19.2755
```

The total charge is -1. Its LUMO energy is 0.090 Ha. The energy above the lowest of the compared OMol25 structures with the same formula, charge and spin comes out at 0.0000 eV. The maximum force is 0.025 hartree/bohr. Its total energy is -62541.45639 eV.

***

Density functional theory data (ωB97M-V/def2-TZVPD) for a 2-piece molecular cluster, CH7N3O overall.

Geometry as XYZ:
```
12
Properties=species:S:1:pos:R:3
O 0.0902 -1.0859 2.3820
N -1.0333 -0.5740 -0.8197
N 1.0458 -0.1656 -1.6527
N -0.1457 1.4991 -0.4044
C 0.0312 0.2624 -1.0379
H 0.5839 2.1659 -0.4209
H -1.9794 -0.2276 -0.8011
H 0.1745 -0.9986 3.3242
H -0.5427 1.3500 0.5113
H -1.0578 -1.4393 -1.3194
H 1.9442 0.2898 -1.6557
H 0.8891 -1.0763 1.8943
```

Its LUMO energy is 0.030 Ha. The energy above the lowest of the compared OMol25 structures with the same formula, charge and spin comes out at 1.1481 eV. The maximum force is 0.043 hartree/bohr. The SMILES is N=C(N)N.O. Its total energy is -7668.37652 eV.

***

Density functional theory data (ωB97M-V/def2-TZVPD) for the molecule C16H14F2N4O3S.

Geometry as XYZ:
```
40
Properties=species:S:1:pos:R:3
S -0.2869 -4.7958 3.1781
F -2.4242 4.1332 4.8230
F -4.2619 4.0850 3.7637
O 2.6153 -2.3308 -1.6764
O 0.0413 -2.4807 -0.5117
O 4.8018 -2.4227 -2.3411
N -1.1769 -3.3717 3.6613
N -2.0735 3.3995 1.4539
N -2.5457 3.1970 2.7990
N 3.1496 -2.3284 -3.8185
C 3.6023 -2.3272 -2.5440
C -1.4850 -1.0050 3.0936
C -1.9832 1.1657 2.0303
C 1.7071 -2.0423 -3.7803
C -2.9873 4.3059 3.6648
C -0.5088 -1.8844 0.5992
C 0.0697 -1.9207 -1.7924
C -1.5401 -0.1264 1.9555
C -1.1838 -0.6690 0.7272
C -0.4805 -2.7277 1.6989
C -1.2460 -2.3408 -2.4479
C 0.0459 -3.9469 1.7283
C -2.4107 1.8274 3.1937
C -1.0543 -2.3104 2.8964
C -1.7867 2.1864 0.9735
C 1.3442 -2.5309 -2.3993
H -1.0650 -0.0341 -0.0880
H 0.6003 -4.4233 0.9233
H 1.1928 -3.6523 -2.2857
H 1.2290 -2.6333 -4.4966
H -2.8033 5.2852 3.1128
H -2.0540 -1.8169 -1.8628
H -1.4433 -1.9702 -3.5186
H -1.8645 -0.7557 4.0945
H -2.6156 1.4483 4.2347
H -1.2390 2.1647 -0.0031
H -1.5009 -3.4096 -2.4256
H 0.1087 -0.7811 -1.7040
H 1.5825 -0.9780 -3.8869
H 3.6955 -1.8299 -4.5185
```

Its LUMO energy is -0.023 Ha. The energy above the lowest of the compared OMol25 structures with the same formula, charge and spin comes out at 2.3868 eV. The maximum force is 0.123 hartree/bohr. The SMILES is C[C@@H](Oc1cc(-c2cnn(C(F)F)c2)cc2nscc12)[C@H]1CNC(=O)O1. Its total energy is -45188.99177 eV.

***

Density functional theory data (ωB97M-V/def2-TZVPD) for a 2-piece molecular cluster, C4H10NO2 overall.

Geometry as XYZ:
```
17
Properties=species:S:1:pos:R:3
O -1.8695 -0.0746 -0.2496
O 0.4836 -1.1295 0.0414
N 0.7711 -0.1524 -0.8423
C -2.9848 0.5984 0.3050
C 0.6710 -2.3455 -0.1755
C 2.3987 1.0264 0.5707
C 1.5271 0.8291 -0.5921
H 2.3148 0.2312 1.3088
H -2.7894 0.7232 1.3653
H 3.4362 1.1290 0.2459
H 0.2196 -3.0238 0.5446
H -3.1172 1.5783 -0.1591
H -3.9025 0.0193 0.1717
H -2.0773 -0.2420 -1.1787
H 1.2483 -2.7315 -1.0122
H 1.5334 1.5823 -1.3730
H 2.1368 1.9823 1.0290
```

The total charge is +1. Its LUMO energy is -0.222 Ha. The energy above the lowest of the compared OMol25 structures with the same formula, charge and spin comes out at 5.7042 eV. The maximum force is 0.073 hartree/bohr. Its total energy is -9883.88367 eV.